No. 1
Molecular formula: C26H63BrClIN10O6P3S
Method: DFT, wB97M-V/def2-TZVPD

Last column: Mulliken charge in e.
Positions of all 112 atoms, in Å:
C 3.909 1.637 -3.371  -1.439
C 3.180 0.887 -2.258  -0.201
C 1.948 0.137 -2.724  -0.643
N 2.270 -0.907 -3.743  -0.180
N 2.335 -2.224 -3.171  0.155
C 1.005 -2.869 -2.982  -1.268
C 0.295 -3.244 -4.308  -1.203
N -1.087 -2.765 -4.375  -0.672
C 1.148 -4.071 -2.062  1.933
Cl 1.804 -3.595 -0.460  -0.157
C -0.203 -4.777 -1.803  -1.366
C -1.237 -3.978 -0.980  -0.758
C -1.418 -4.523 0.434  0.017
N -0.849 -3.830 1.524  -0.549
O -2.076 -5.521 0.616  -0.548
C 2.082 -5.110 -2.697  -2.685
C 3.267 -4.642 -3.593  0.765
C 3.240 -5.578 -4.837  -1.303
C 4.614 -5.921 -5.377  0.078
O 5.450 -6.378 -4.677  -0.425
Br 5.023 -5.659 -7.257  -0.120
C 3.412 -3.102 -3.842  -0.630
I 3.614 -2.504 -5.923  0.287
P 5.050 -2.565 -3.077  0.691
O 5.365 -1.070 -3.531  -0.381
O 6.113 -3.492 -3.838  -0.537
S 5.096 -2.901 -1.209  -0.301
H 3.361 2.562 -3.576  0.434
H 4.898 1.951 -3.033  0.339
H 3.969 1.052 -4.289  0.274
H 2.837 1.601 -1.509  0.431
H 3.841 0.205 -1.708  0.137
H 1.386 -0.248 -1.865  0.205
H 1.273 0.835 -3.230  0.530
H 1.508 -0.873 -4.412  0.373
H 2.695 -2.039 -2.213  0.653
H 0.347 -2.163 -2.470  0.737
H 0.243 -4.321 -4.461  0.417
H 0.790 -2.811 -5.179  0.345
H -1.602 -2.947 -3.524  0.244
H -1.135 -1.781 -4.605  0.319
H -0.620 -5.160 -2.734  0.694
H 0.060 -5.653 -1.201  0.709
H -0.945 -2.924 -0.907  0.375
H -2.221 -3.968 -1.456  0.394
H -0.473 -2.934 1.228  0.298
H -0.044 -4.346 1.872  0.287
H 2.511 -5.689 -1.877  0.357
H 1.431 -5.808 -3.227  0.725
H 4.175 -4.953 -3.071  1.226
H 2.519 -5.276 -5.596  0.645
H 2.889 -6.538 -4.447  0.530
H 6.131 -1.039 -4.123  0.380
H 6.116 -3.370 -4.803  0.382
O 1.380 2.850 0.508  -0.621
P 1.118 4.028 1.403  0.452
N 1.395 5.341 0.351  0.213
C 1.999 6.608 0.698  -0.780
C 0.377 5.487 -0.674  -1.156
N 2.404 3.830 2.557  0.236
C 3.754 4.252 2.211  -1.119
C 2.407 2.472 3.092  -1.045
N 0.054 4.888 2.531  0.131
C 0.655 5.488 3.714  -0.912
C -1.214 4.246 2.921  -1.292
H 1.309 7.288 1.222  0.298
H 2.323 7.107 -0.218  0.370
H 2.890 6.485 1.304  0.105
H -0.513 6.015 -0.300  0.309
H 0.061 4.508 -1.041  0.297
H 0.775 6.038 -1.528  0.387
H 4.057 3.953 1.199  0.305
H 4.463 3.823 2.920  0.371
H 3.865 5.331 2.308  0.312
H 2.854 1.751 2.398  0.259
H 1.388 2.136 3.305  0.287
H 2.961 2.451 4.033  0.368
H 0.924 4.760 4.484  0.293
H -0.085 6.178 4.130  0.389
H 1.537 6.073 3.469  0.291
H -1.077 3.392 3.595  0.431
H -1.780 3.901 2.052  0.350
H -1.835 4.986 3.428  0.465
O -2.956 0.925 2.598  -0.862
P -4.317 0.970 3.234  0.729
N -4.035 0.001 4.615  0.182
C -4.960 -0.928 5.222  -0.812
C -3.180 0.638 5.600  -1.063
N -5.284 0.172 2.031  0.309
C -5.263 -1.281 1.937  -1.321
C -5.080 0.780 0.722  -1.066
N -5.678 1.873 3.924  0.012
C -7.036 1.402 3.715  -0.866
C -5.610 3.326 3.692  -0.937
H -5.729 -0.436 5.838  0.308
H -4.403 -1.607 5.870  0.380
H -5.454 -1.554 4.486  0.116
H -3.739 1.336 6.243  0.326
H -2.380 1.195 5.109  0.222
H -2.705 -0.113 6.233  0.375
H -4.257 -1.706 2.004  0.488
H -5.703 -1.590 0.988  0.387
H -5.889 -1.731 2.707  0.256
H -4.143 0.456 0.252  0.281
H -5.047 1.870 0.800  0.294
H -5.914 0.525 0.065  0.379
H -7.401 1.562 2.696  0.295
H -7.676 1.958 4.406  0.393
H -7.141 0.348 3.957  0.265
H -5.804 3.592 2.644  0.304
H -4.619 3.703 3.958  0.258
H -6.336 3.847 4.317  0.376

**Electronic energy**: -184530.810 eV
**LUMO level**: -3.46 eV
**2S+1**: 1
**Net charge**: +1
**HOMO-LUMO gap**: 0.23329 hartree

=====

No. 2
Molecular formula: C26H63IN5O10P2
Method: DFT, wB97M-V/def2-TZVPD

Last column: Mulliken charge in e.
Positions of all 107 atoms, in Å:
C 1.313 -0.837 6.407  -0.339
C 0.601 -0.981 5.296  -0.548
C -0.273 -1.104 3.923  0.174
N 0.559 -1.519 2.738  -0.293
I 2.400 -2.284 3.263  0.252
C -0.177 -2.395 1.801  -0.666
N -0.677 -3.586 2.212  0.192
C -1.452 -4.525 1.315  -0.614
C -0.389 -5.575 0.669  -0.540
C -0.507 -5.606 -0.946  -0.012
C 0.638 -6.620 -1.489  -0.640
C 0.112 -7.742 -2.523  -0.499
N 0.060 -7.252 -3.964  -0.567
N -0.356 -2.065 0.372  0.571
P -1.902 -1.252 0.032  0.150
C -1.980 -0.601 -1.760  -0.859
O -2.002 0.157 1.051  -0.479
P 1.054 -1.236 -0.326  0.415
N 1.200 -1.911 -1.985  -0.663
O 0.787 0.463 -0.452  -0.596
H 2.202 -0.743 7.148  0.359
H -0.756 -0.047 3.797  0.291
H -1.144 -1.815 4.179  0.310
H -0.544 -3.921 3.197  0.343
H -2.022 -4.015 0.464  0.194
H -2.265 -5.053 1.965  0.499
H -0.588 -6.608 1.165  0.341
H 0.701 -5.276 0.936  0.247
H -0.427 -4.562 -1.439  -0.135
H -1.536 -6.034 -1.270  0.348
H 1.189 -7.064 -0.566  0.383
H 1.431 -5.957 -2.035  0.224
H 0.836 -8.651 -2.539  0.283
H -0.963 -8.117 -2.271  0.236
H 0.333 -6.256 -4.002  0.218
H 0.726 -7.819 -4.515  0.262
H -2.428 -1.448 -2.426  0.339
H -2.609 0.379 -1.849  0.200
H -0.943 -0.340 -2.207  0.347
H -2.966 0.159 1.319  0.328
H 1.882 -2.704 -1.984  0.348
H 0.281 -2.386 -2.149  0.321
H 1.463 0.935 0.098  0.344
C -7.053 -0.064 0.052  -0.758
O -5.969 0.804 0.359  -0.340
C -5.687 1.715 -0.706  -0.283
C -6.221 3.111 -0.398  -0.577
O -7.648 3.130 -0.397  -0.362
C -8.186 3.149 0.919  -0.768
H -7.328 -0.603 0.961  0.263
H -7.926 0.491 -0.300  0.315
H -6.744 -0.791 -0.706  0.314
H -6.087 1.344 -1.656  0.397
H -4.597 1.769 -0.798  0.182
H -5.896 3.795 -1.189  0.342
H -5.823 3.483 0.554  0.357
H -8.011 4.127 1.377  0.297
H -7.750 2.364 1.544  0.345
H -9.263 2.982 0.851  0.264
C -5.791 7.828 0.515  -0.697
O -7.099 8.060 1.021  -0.366
C -7.769 9.113 0.327  -0.486
C -8.801 8.562 -0.653  -0.507
O -8.171 7.881 -1.738  -0.416
C -8.243 6.468 -1.601  -0.714
H -5.409 6.908 0.963  0.219
H -5.794 7.711 -0.571  0.311
H -5.132 8.655 0.798  0.326
H -7.052 9.764 -0.185  0.327
H -8.287 9.712 1.083  0.368
H -9.358 9.399 -1.085  0.405
H -9.518 7.908 -0.142  0.303
H -9.270 6.130 -1.772  0.401
H -7.906 6.141 -0.614  0.265
H -7.597 6.017 -2.357  0.267
C 4.272 -3.288 -0.215  -0.182
O 5.059 -3.465 -1.385  -0.382
C 5.809 -2.294 -1.712  -0.398
C 7.276 -2.449 -1.322  -0.653
O 7.433 -2.482 0.098  -0.260
C 7.655 -3.800 0.584  -0.863
H 3.869 -4.262 0.076  0.366
H 4.864 -2.895 0.615  0.339
H 3.437 -2.613 -0.428  -0.348
H 5.372 -1.404 -1.246  0.187
H 5.747 -2.170 -2.798  0.386
H 7.830 -1.575 -1.681  0.410
H 7.715 -3.340 -1.786  0.425
H 8.658 -4.135 0.303  0.330
H 6.910 -4.502 0.202  0.320
H 7.587 -3.779 1.674  0.251
C 9.915 2.807 1.801  -0.703
O 8.963 3.481 0.987  -0.373
C 9.273 3.381 -0.403  -0.532
C 8.379 2.358 -1.098  -0.523
O 8.674 1.031 -0.660  -0.354
C 7.710 0.542 0.264  -0.676
H 9.527 2.771 2.821  0.241
H 10.086 1.784 1.457  0.295
H 10.859 3.361 1.804  0.334
H 10.332 3.142 -0.553  0.330
H 9.085 4.366 -0.842  0.371
H 8.580 2.388 -2.174  0.388
H 7.319 2.595 -0.947  0.334
H 6.769 0.335 -0.257  0.180
H 7.536 1.250 1.078  0.489
H 8.086 -0.390 0.689  0.209

**Electronic energy**: -82569.634 eV
**LUMO level**: -4.74 eV
**2S+1**: 1
**Net charge**: +1
**HOMO-LUMO gap**: 0.20617 hartree

=====

Look up the HOMO-LUMO gap of the second one.
0.20617 hartree